1.
Density functional theory data (ωB97M-V/def2-TZVPD) for C4H7NO in the gas phase in a non-equilibrium geometry.

```
13
Properties=species:S:1:pos:R:3:forces:R:3
O -2.74405 -0.77885 1.40671 -0.1 0.0 -0.1
C -1.87385 -0.36544 0.63954 0.1 -0.1 0.1
C -0.64036 0.17734 0.99309 0.0 -1.3 0.4
N 0.24375 0.58872 -0.11830 -0.5 0.1 0.6
C 0.70075 -0.35158 -1.17296 -0.2 0.1 0.0
C 1.65586 0.19035 -0.17667 0.0 0.1 0.2
H -2.04959 -0.40167 -0.47784 0.0 0.1 0.3
H -0.15255 0.16255 1.95079 -0.1 0.0 0.2
H -0.25138 1.48874 -0.03612 1.3 0.5 -1.8
H 0.74022 -0.00290 -2.20049 -0.1 0.1 0.3
H 0.31967 -1.36070 -1.02222 0.0 0.3 0.0
H 1.94806 -0.44660 0.65553 -0.1 0.2 -0.2
H 2.38339 0.93472 -0.48752 -0.3 0.0 0.1
```
Forces are in eV/Å.

The energy above the lowest of the compared OMol25 structures with the same formula, charge and spin comes out at 4.831 eV. The total energy comes out at -7794.81320 eV. As for the SMILES: [O-]/C=C/[NH+]1CC1.



2.
Density functional theory data (ωB97M-V/def2-TZVPD) for a 2-piece molecular cluster, C6H9N overall.

```
16
Properties=species:S:1:pos:R:3:forces:R:3
C -1.34339 1.24125 -0.15680 0.0 0.0 0.0
C -0.41753 0.04993 -0.19711 0.1 0.2 -0.2
C -0.91908 -1.31194 0.25957 -0.2 -0.2 -0.1
C 0.21822 -0.61810 0.99595 0.2 0.0 0.1
C 1.48867 -1.23741 0.56201 -0.4 0.2 -0.3
N 1.51197 -0.89338 -0.77408 0.1 -0.1 -0.1
C 0.49777 -0.16173 -1.34602 -0.1 -0.4 0.4
H -0.78040 2.15905 0.04123 -0.1 -0.1 0.0
H -2.10525 1.13614 0.62385 0.2 0.0 -0.1
H -1.84768 1.35073 -1.12200 0.1 0.0 0.2
H -1.88595 -1.32917 0.75721 0.1 0.0 -0.1
H -0.69892 -2.20204 -0.32701 0.0 0.2 0.1
H 0.04060 -0.32119 2.02615 0.1 -0.1 -0.2
H 2.11247 1.57697 0.34241 0.0 0.2 0.0
H 2.25373 -1.25040 -1.36448 -0.1 0.1 0.1
H 1.87479 1.81128 -0.32091 0.1 0.1 0.1
```
Forces are in eV/Å.

The energy above the lowest of the compared OMol25 structures with the same formula, charge and spin comes out at 6.104 eV. The total energy comes out at -7852.05568 eV.



3.
Density functional theory data (ωB97M-V/def2-TZVPD) for C3H5NO4 as an isolated structure in a non-equilibrium geometry.

```
13
Properties=species:S:1:pos:R:3:forces:R:3
C -0.74915 -1.18663 0.15639 -1.8 -0.2 0.8
C -0.70260 0.14666 0.29194 0.7 -3.1 -1.6
C 0.55268 0.78182 -0.17303 -0.9 -0.8 -0.9
N 1.04530 0.32930 -1.99314 -1.8 2.2 3.6
O 1.06348 1.26625 -2.77508 0.5 -1.8 0.0
O 1.30188 -0.83750 -2.05722 0.7 -0.5 -1.8
O 0.33339 2.06063 -0.25773 2.4 2.4 -0.1
O 1.67070 0.37599 0.47549 -0.1 -1.8 0.2
H -1.67477 -1.69549 0.53949 1.1 0.3 -0.6
H 0.00208 -1.79582 -0.35785 -0.1 0.3 0.5
H -1.59430 0.67116 0.56060 0.1 0.7 0.3
H 1.24177 2.45339 -0.36273 -1.2 0.2 -0.1
H 1.54571 -0.61428 0.66254 0.4 2.1 -0.3
```
Forces are in eV/Å.

The energy above the lowest of the compared OMol25 structures with the same formula, charge and spin comes out at 5.361 eV. The total energy comes out at -12867.51387 eV.



4.
Density functional theory data (ωB97M-V/def2-TZVPD) for C4H6N2O in the gas phase.

```
13
Properties=species:S:1:pos:R:3:forces:R:3
C 0.65931 -0.92490 -1.80947 0.0 -0.2 -0.2
O 0.89084 0.26821 -1.06676 0.0 0.1 0.1
C 0.15524 0.29937 0.06047 -0.2 -0.3 0.1
C -0.71077 -0.60683 0.59043 0.0 -0.3 -0.2
N -1.22018 -0.12313 1.76890 0.0 0.3 0.0
C -0.67613 1.04366 1.96051 -0.2 0.2 -0.4
N 0.19691 1.37159 0.91054 -0.1 -0.3 -0.1
H 0.91443 -1.81084 -1.21119 0.0 0.2 -0.1
H 1.29633 -0.87713 -2.69266 -0.1 0.0 0.1
H -0.39497 -0.99651 -2.11276 0.2 0.1 0.1
H -1.02033 -1.54570 0.16376 0.0 0.0 0.2
H -1.07336 1.71543 2.71791 0.8 0.1 -0.2
H 0.87887 2.10535 0.74855 -0.5 0.0 0.5
```
Forces are in eV/Å.

The energy above the lowest of the compared OMol25 structures with the same formula, charge and spin comes out at 1.309 eV. The total energy comes out at -9272.19321 eV. As for the SMILES: COc1cnc[nH]1.



5.
Density functional theory data (ωB97M-V/def2-TZVPD) for C5H11NO in the gas phase.

```
18
Properties=species:S:1:pos:R:3:forces:R:3
C 1.13142 -1.71075 -1.33568 0.0 0.0 0.0
C -0.22305 -1.00879 -1.27881 0.0 0.1 0.0
C -0.89538 -1.05716 0.09477 -0.2 -0.1 -0.1
N -0.15104 -0.45109 1.19594 0.1 0.1 0.4
C -0.06055 0.80131 1.62003 0.1 -0.5 -0.4
O -0.67563 1.64661 0.76798 0.5 -0.3 0.3
C -0.11176 2.93237 1.03739 0.1 0.5 0.0
H 1.53041 -1.71189 -2.35581 -0.1 0.0 0.2
H 1.86444 -1.21289 -0.69188 -0.1 -0.1 -0.1
H 1.05067 -2.75648 -1.01255 0.0 0.2 0.0
H -0.12568 0.03568 -1.59539 0.0 -0.1 0.1
H -0.91365 -1.49100 -1.98401 0.1 0.1 0.1
H -1.87530 -0.57556 0.04499 0.1 -0.1 0.0
H -1.04780 -2.10122 0.38936 -0.1 0.1 -0.1
H 0.37523 -1.06487 1.79402 -0.2 -0.2 -0.1
H -0.22994 3.53581 0.13884 -0.1 0.1 0.1
H 0.94962 2.80136 1.26375 -0.2 0.2 -0.1
H -0.59201 3.38859 1.90707 -0.1 0.0 -0.2
```
Forces are in eV/Å.

The energy above the lowest of the compared OMol25 structures with the same formula, charge and spin comes out at 2.596 eV. The total energy comes out at -8899.10140 eV.



6.
Density functional theory data (ωB97M-V/def2-TZVPD) for C23H40BBiN2O3S2 as an isolated structure in a non-equilibrium geometry.

```
72
Properties=species:S:1:pos:R:3:forces:R:3
Bi -1.26571 1.05158 1.24906 0.8 1.2 -1.4
C -5.16426 1.30033 4.33586 0.4 -1.1 0.2
C -4.32975 1.01577 3.07274 -0.4 -1.5 -0.1
S -3.60565 2.35257 2.27208 0.1 1.0 0.1
C -4.20798 -0.26715 2.55932 -0.7 1.3 2.0
C -4.78247 -1.44717 3.36464 -0.1 0.2 -0.6
S -3.37507 -0.57894 1.08736 -0.3 -0.8 -1.0
H -5.22803 2.37189 4.52441 -0.1 -0.1 -0.1
H -4.69172 0.81810 5.23204 -0.2 0.4 -0.5
H -6.18014 0.84591 4.27336 0.4 0.4 -0.1
H -5.89969 -1.42501 3.35782 0.6 -0.2 -0.2
H -4.51754 -1.38996 4.43330 0.2 -0.1 -0.2
H -4.40426 -2.39247 2.91686 -0.4 0.5 0.5
C -0.22511 -0.37875 4.54458 -0.2 -0.1 -0.1
N 0.42895 0.83691 4.09309 0.5 -0.4 0.3
C -0.19724 2.03660 4.62042 0.5 0.5 0.2
C 1.88944 0.81565 4.23349 -0.3 -1.2 0.3
C 2.66604 1.77464 3.33895 -0.9 1.5 1.1
N 2.24776 1.80269 1.97803 0.1 0.1 -0.9
C 2.50343 0.56631 1.24618 -0.5 -0.4 0.8
C 2.71929 2.98021 1.24261 -0.2 -0.1 0.6
H -0.31334 -0.44365 5.64557 0.2 0.0 0.1
H 0.30046 -1.28214 4.17538 -0.2 0.5 0.1
H -1.25294 -0.39969 4.14976 0.3 0.0 0.0
H 0.18020 2.32060 5.64147 -0.2 -0.4 -0.2
H -1.30628 1.99832 4.66972 0.7 -0.2 -0.4
H 0.12030 2.86618 3.98481 -0.4 0.1 -0.1
H 2.26591 -0.22490 4.04148 -0.6 0.7 0.0
H 2.17591 1.02737 5.29135 0.1 0.0 -0.2
H 3.73985 1.59089 3.51350 0.3 -0.2 -0.2
H 2.48650 2.78996 3.78415 0.2 -0.5 -0.6
H 3.55689 0.22886 1.36334 -0.1 0.0 0.0
H 2.32465 0.74520 0.19141 -0.2 -0.2 -0.1
H 1.81110 -0.25262 1.60832 0.7 0.9 -0.5
H 3.81203 3.07186 1.31443 0.3 -0.1 -0.4
H 2.35272 3.90599 1.71068 -0.3 -0.3 -0.2
H 2.37293 2.93897 0.19843 0.1 0.1 0.4
C 3.28903 -3.93198 -4.23652 0.7 -0.3 0.4
C 2.12947 -3.54325 -5.12192 -1.2 0.6 0.1
C 1.40296 -4.80383 -5.60505 0.2 -1.2 0.3
C 2.60734 -2.77195 -6.34461 0.7 0.6 -0.6
C 1.13883 -2.65050 -4.33563 0.6 0.1 1.2
C -0.01926 -2.24012 -4.93718 -1.5 1.0 0.8
C -1.00559 -1.44803 -4.25151 0.6 -0.7 -1.0
C -0.74373 -1.13138 -2.95888 -0.1 1.2 1.5
O -1.43546 -0.31974 -2.08192 0.0 -0.5 -0.1
B -0.71091 -0.20370 -0.84930 0.4 -0.3 -0.5
O 0.51777 -0.97132 -1.07960 -0.6 0.2 0.0
C 0.44916 -1.49350 -2.32666 0.4 0.0 0.0
C 1.40467 -2.22389 -2.97924 -0.1 -0.9 -1.5
H 4.01537 -4.55203 -4.77420 -0.1 0.0 -0.1
H 2.94620 -4.50569 -3.35720 0.1 0.2 -0.3
H 3.84692 -3.05448 -3.87738 -0.2 -0.2 -0.1
H 2.15939 -5.49686 -6.05686 -0.6 0.5 0.1
H 0.58374 -4.62411 -6.32600 0.5 0.1 0.3
H 0.96459 -5.35174 -4.73991 0.2 0.4 -0.5
H 3.40408 -3.34495 -6.86662 -0.4 0.3 0.1
H 3.02487 -1.78848 -6.05290 0.0 -0.5 0.0
H 1.80909 -2.53207 -7.07588 0.3 -0.4 0.5
H -0.25172 -2.47838 -5.95322 0.1 -0.3 -0.5
H -1.89885 -1.10651 -4.77150 0.2 -0.1 0.2
H 2.33649 -2.52526 -2.52805 -0.1 0.2 0.3
C -1.19461 2.79232 -2.60490 -0.2 -0.2 1.2
O -0.60382 3.12452 -1.32387 1.4 -0.2 -1.7
C -1.25136 3.10176 -0.11273 -2.1 -2.0 0.2
C -0.99266 4.36746 0.61081 -0.8 -0.4 0.6
H -2.17086 2.27490 -2.52439 0.4 0.2 0.3
H -0.48740 2.12169 -3.11902 -0.2 0.3 0.0
H -1.34274 3.72741 -3.16408 0.1 -0.1 -0.1
H -1.70229 5.12293 0.21209 0.8 0.3 0.0
H 0.06301 4.66070 0.60312 0.3 0.6 -0.2
H -1.28891 4.22917 1.65070 0.0 0.1 0.2
```
Forces are in eV/Å.

As for the charge: -2. The energy above the lowest of the compared OMol25 structures with the same formula, charge and spin comes out at 0.000 eV. The total energy comes out at -61805.90944 eV.



7.
Density functional theory data (ωB97M-V/def2-TZVPD) for C8H7BrF3N2O3PtS as an isolated structure in a non-equilibrium geometry.

```
26
Properties=species:S:1:pos:R:3:forces:R:3
Pt -0.51584 -0.90396 2.14336 1.6 1.9 -0.7
C 0.68997 0.71950 -3.16067 -0.5 -0.8 -1.8
C 0.50642 -0.37297 -2.15234 -0.4 0.1 -0.6
C 0.98393 -1.65348 -2.43432 0.6 -0.8 0.3
C 0.85931 -2.61455 -1.45162 0.4 -1.1 1.6
C 0.33146 -2.25146 -0.18594 0.6 -1.4 -1.9
Br 0.42976 -3.37967 1.36373 0.3 0.1 -0.5
N -0.26887 -1.12846 0.02498 -0.2 1.1 -1.6
C -0.21955 -0.18936 -0.99988 -0.7 -0.5 1.3
H 1.51891 0.39189 -3.87134 -1.0 0.9 1.0
H 0.84601 1.68111 -2.70559 0.4 0.3 0.1
H -0.24046 0.83192 -3.79893 1.0 -0.2 0.7
H 1.52768 -1.90859 -3.37219 -0.6 0.4 0.8
H 1.26213 -3.63833 -1.51308 -0.2 0.7 -0.3
H -0.85863 0.66942 -0.83983 0.4 0.2 0.1
F 1.52803 3.16361 0.48600 -0.6 -0.7 -0.1
C 0.28474 3.29185 0.95851 0.6 2.4 0.3
F 0.27031 4.44715 1.63976 -0.1 0.2 -0.1
F -0.58194 3.44112 -0.07520 0.8 -1.0 0.9
S -0.22197 2.09191 2.26495 -0.5 0.0 -0.5
O 0.19930 0.86586 1.38815 -1.1 0.5 1.0
O 0.54077 2.04315 3.47748 0.0 0.4 -0.7
O -1.62789 2.42490 2.36053 1.1 -1.2 -0.3
N -2.43467 -2.71703 3.54226 1.4 1.3 -0.4
C -1.64464 -1.97129 3.14233 -2.6 -2.1 0.9
H -3.16428 -3.33425 3.76891 -0.8 -0.6 0.5
```
Forces are in eV/Å.

Its expectation value of S² is 2.01. As for the charge: +1. The energy above the lowest of the compared OMol25 structures with the same formula, charge and spin comes out at 0.000 eV. The total energy comes out at -109798.34160 eV. The spin multiplicity is 3.



8.
Density functional theory data (ωB97M-V/def2-TZVPD) for a 5-piece molecular cluster, C2H14N2O4 overall in a non-equilibrium geometry.

```
22
Properties=species:S:1:pos:R:3:forces:R:3
C -1.76504 -0.74725 -0.56495 0.5 -0.9 0.3
C -1.13048 -1.52357 0.31620 0.1 -0.2 -0.1
N -1.69583 -2.45069 1.20361 0.1 0.3 -0.2
N -1.07598 -0.12375 -1.62829 -0.8 1.0 -0.4
H -2.84222 -0.63920 -0.50349 0.0 0.1 -0.2
H -0.04633 -1.58521 0.31923 0.1 0.0 -0.2
H -2.70376 -2.47007 1.20147 0.0 0.1 0.3
H -1.26565 -2.40352 2.11444 -0.3 -0.1 0.2
H -1.71513 0.38288 -2.22286 0.2 0.1 -0.1
H -0.45018 -0.65871 -2.20774 -0.1 -0.5 0.2
H 1.06832 2.07581 -3.50907 0.3 0.0 0.3
H 1.07816 2.93940 -2.19365 0.4 -0.2 -0.1
O 0.62021 2.76882 -3.02047 -0.6 0.2 -0.1
H -0.95242 0.48226 2.58409 0.3 0.6 0.3
H 0.34894 0.77851 3.50407 -0.4 0.4 -0.2
O -0.16806 0.13520 3.01792 0.1 -1.1 -0.2
H 0.88483 0.28276 0.01123 -0.5 0.0 -0.1
H 0.49638 1.28236 -1.13657 -0.5 -0.6 0.2
O 1.17338 1.04132 -0.49808 1.3 0.7 0.3
H 3.71186 -0.36788 0.59393 0.1 -0.1 0.1
H 2.94979 0.78118 1.17438 0.0 0.0 0.1
O 3.47921 0.01932 1.44459 -0.1 0.1 -0.3
```
Forces are in eV/Å.

The energy above the lowest of the compared OMol25 structures with the same formula, charge and spin comes out at 1.320 eV. The total energy comes out at -13470.54498 eV. As for the SMILES: N/C=C/N.O.O.O.O.



9.
Density functional theory data (ωB97M-V/def2-TZVPD) for a 4-piece molecular cluster, H10NO3 overall.

```
14
Properties=species:S:1:pos:R:3:forces:R:3
N -0.58064 0.33545 0.11836 0.1 -0.4 -0.6
H 0.02640 0.91237 0.71242 0.0 0.3 -0.1
H -1.53774 0.66475 0.05270 -0.1 0.1 0.4
H -0.20087 0.33316 -0.84356 0.3 -0.1 0.0
H -0.57683 -0.64818 0.42390 -0.4 0.1 0.2
H 1.95543 2.11390 1.78955 -0.1 -0.1 0.0
H 2.05993 2.49880 0.33033 -0.1 -0.1 -0.1
O 1.54304 1.95008 0.93237 0.2 0.1 0.2
H -2.19502 -2.77061 1.18359 0.0 0.1 -0.2
H -1.12408 -2.26894 2.13846 0.0 0.0 0.0
O -1.53120 -2.07788 1.28446 0.1 -0.1 0.2
H 1.21102 -0.96097 -2.59005 0.0 0.0 0.0
H 0.34386 0.16812 -3.17964 0.1 -0.1 -0.1
O 0.60670 -0.25005 -2.35288 -0.1 0.2 0.0
```
Forces are in eV/Å.

As for the charge: +1. The energy above the lowest of the compared OMol25 structures with the same formula, charge and spin comes out at 0.146 eV. The total energy comes out at -7789.53214 eV.



10.
Density functional theory data (ωB97M-V/def2-TZVPD) for a 2-piece molecular cluster, CH2N2O3 overall in a non-equilibrium geometry.

```
8
Properties=species:S:1:pos:R:3:forces:R:3
C -1.21915 0.27945 0.20225 5.8 10.6 -2.5
N 0.92521 -0.93391 -0.08278 3.1 -0.1 -1.5
N 1.57421 -0.03935 -0.27860 0.5 4.0 -0.8
O -0.12021 -1.29082 0.34183 -0.9 -4.2 1.0
O -0.47732 1.23249 0.87549 -4.0 -4.4 -4.6
O 1.99662 0.96975 -0.84205 0.5 -2.1 0.6
H -1.27677 0.19266 -1.03229 -0.3 0.6 3.3
H -1.40259 -0.41028 0.81615 -4.7 -4.6 4.5
```
Forces are in eV/Å.

The energy above the lowest of the compared OMol25 structures with the same formula, charge and spin comes out at 8.080 eV. The total energy comes out at -10182.01576 eV. As for the SMILES: O=NN=O.C=O.